# 1
The following is a DFT calculation (the ωB97M-V functional and the def2-TZVPD basis) of a cluster of 2 separate species, C3H8O2S in total.

Summary:
spin multiplicity	2
frontier orbital gap (spin up / spin down)	0.204 / 0.115	hartree
<S²>	0.753
relative energy (zero: lowest compared OMol25 entry of this formula, charge and spin)	18.0	kcal/mol
total charge	-1
LUMO (spin up / spin down)	2.80 / 0.38	eV

CARTESIAN COORDINATES (ANGSTROEM)
C -0.50471 0.19140 -0.17893
O -1.25122 1.36769 -0.05433
C 0.99963 0.48886 -0.05654
C 1.83882 -0.65752 -0.62699
S 3.65281 -0.39587 -0.67440
H -0.77485 -0.60855 0.50860
H -0.59938 -0.09881 -1.22693
H 1.23140 0.70164 0.97521
H 1.07185 1.37423 -0.70052
H 1.51306 -0.77072 -1.65957
H 1.53977 -1.57376 -0.11429
H -2.04285 1.15300 0.46160
H -3.12929 -0.84590 2.02188
O -3.54505 -0.32569 1.32519

Atomic partial charges in e from the Mulliken method, atoms 1 to 8: -0.44, -0.49, -0.36, -0.67, -0.14, 0.32, 0.16, 0.36

***

# 2
The following is a DFT calculation (the ωB97M-V functional and the def2-TZVPD basis) of a cluster of 2 separate species, C4H3O3 in total.

Summary:
frontier orbital gap	0.313	hartree
relative energy (zero: lowest compared OMol25 entry of this formula, charge and spin)	91.9	kcal/mol
total charge	-1
LUMO	3.61	eV

CARTESIAN COORDINATES (ANGSTROEM)
C 0.43069 0.14912 0.29313
C -0.67102 -0.40643 0.22639
C 1.99311 0.03088 0.09406
C -0.92934 1.03684 0.09810
O 2.52448 1.10130 -0.12065
O 2.35631 -1.11009 0.11227
O -2.01020 -1.79335 -0.04124
H -1.15821 1.74764 0.95887
H -0.98112 1.51129 -0.95801
H -1.55470 -2.26721 -0.66291

Atomic partial charges in e from the Mulliken method, atoms 1 to 8: 0.34, 0.00, 0.45, -0.45, -0.68, -0.63, -0.60, 0.20

***

# 3
The following is a DFT calculation (the ωB97M-V functional and the def2-TZVPD basis) of a structure of composition C62H46Cl5INOP3SiTi.

Summary:
frontier orbital gap	0.172	hartree
relative energy (zero: lowest compared OMol25 entry of this formula, charge and spin)	0.0	kcal/mol
total charge	0
LUMO	-1.36	eV

CARTESIAN COORDINATES (ANGSTROEM)
Ti -0.55747 -1.02245 -0.05387
C -5.05854 -4.43214 2.76871
C -5.05581 -3.34780 3.63832
C -4.19086 -2.28987 3.42435
C -3.33750 -2.28040 2.31610
C -3.31354 -3.39345 1.48476
C -4.17451 -4.46138 1.70436
P -2.14050 -0.91773 2.10998
C -1.40073 -0.88995 3.76934
C -1.24117 0.30030 4.46849
C -0.66847 0.29280 5.73264
C -0.26900 -0.90358 6.30565
C -0.44890 -2.09775 5.61954
C -1.01013 -2.09480 4.35519
C -3.02984 0.67691 1.99302
C -4.32750 0.84801 2.46650
C -4.96138 2.07491 2.35005
C -4.29692 3.14153 1.76479
C -3.00758 2.96838 1.28553
C -2.34876 1.74027 1.38086
Si -0.63949 1.46022 0.60456
C -0.45475 2.56049 -0.92902
C -0.46364 3.95310 -0.81333
C -0.22680 4.77006 -1.90560
C 0.05586 4.20974 -3.14372
C 0.09310 2.83295 -3.27905
C -0.16520 2.01435 -2.18116
P -0.14463 0.20433 -2.33796
C -1.41613 -0.15047 -3.58984
C -1.34205 -1.34152 -4.31658
C -2.36595 -1.69826 -5.17666
C -3.47338 -0.86952 -5.32142
C -3.54452 0.31994 -4.61484
C -2.51881 0.68129 -3.75014
C 1.38893 -0.33650 -3.15984
C 1.66634 0.03833 -4.47604
C 2.85372 -0.34646 -5.07641
C 3.76679 -1.12791 -4.37807
C 3.48165 -1.53962 -3.08566
C 2.29437 -1.14760 -2.48260
C 0.69292 2.08630 1.79206
C 0.35808 2.80892 2.93847
C 1.33690 3.25596 3.81527
C 2.67317 2.98707 3.55699
C 3.03014 2.31240 2.39828
C 2.05285 1.87861 1.50892
P 2.44432 1.09923 -0.09946
C 2.92314 2.53434 -1.13080
C 2.86010 3.85448 -0.69899
C 3.23017 4.89316 -1.54516
C 3.66007 4.62531 -2.83438
C 3.71978 3.30959 -3.27848
C 3.35400 2.27458 -2.43501
C 4.07275 0.30355 0.14634
C 4.10877 -1.03565 0.53257
C 5.31402 -1.67537 0.78899
C 6.50302 -0.98041 0.62825
C 6.48415 0.34805 0.22149
C 5.27836 0.99055 -0.01371
H -5.73000 -5.26304 2.94076
H -5.71262 -3.33840 4.49806
H -4.15047 -1.48733 4.15007
H -2.60366 -3.45274 0.67491
H -4.13663 -5.32067 1.04760
H -1.57703 1.23268 4.03934
H -0.54100 1.22443 6.26875
H 0.18130 -0.90948 7.28972
H -0.12879 -3.03336 6.05850
H -1.11895 -3.02545 3.81375
H -4.87064 0.01971 2.89714
H -5.97614 2.19057 2.70748
H -4.78711 4.10145 1.66536
H -2.51955 3.80555 0.80313
H -0.61984 4.41197 0.15725
H -0.23444 5.84618 -1.78701
H 0.26145 4.84285 -3.99675
H 0.32035 2.40068 -4.24452
H -0.48124 -1.99179 -4.20985
H -2.30284 -2.62635 -5.73092
H -4.27865 -1.15376 -5.98625
H -4.40336 0.96853 -4.72750
H -2.58735 1.60592 -3.19048
H 0.94700 0.61446 -5.04407
H 3.06297 -0.04394 -6.09411
H 4.69421 -1.42705 -4.84871
H 4.17799 -2.15826 -2.53435
H 2.08971 -1.47601 -1.47252
H -0.68195 3.02436 3.15609
H 1.05440 3.80450 4.70519
H 3.43887 3.31252 4.24942
H 4.07394 2.11687 2.18489
H 2.53120 4.07947 0.30790
H 3.18470 5.91492 -1.18898
H 3.95549 5.43458 -3.48983
H 4.05951 3.08764 -4.28236
H 3.42152 1.25124 -2.78776
H 3.19349 -1.59096 0.66897
H 5.29966 -2.70372 1.13229
H 7.44633 -1.47339 0.82529
H 7.41241 0.89122 0.09525
H 5.27802 2.02863 -0.32318
Cl 0.11754 -3.71236 -1.53243
C -1.57102 -3.32790 -1.73640
C -2.01803 -2.13250 -1.20166
C -3.33049 -1.79241 -1.48444
Cl -3.89697 -0.26527 -0.88998
C -4.18383 -2.60628 -2.21625
Cl -5.79933 -2.12474 -2.54368
C -3.70569 -3.83116 -2.68715
Cl -4.73534 -4.86007 -3.59673
C -2.38271 -4.20505 -2.44790
Cl -1.77154 -5.68641 -3.06200
N 0.68336 -3.63763 2.04826
C 1.15627 -2.33129 2.03666
O 0.81015 -1.67391 0.87108
C 1.82352 -1.67547 2.97866
I 3.79521 -5.03582 2.81883
H 0.76173 -4.05354 1.12558
H 1.26948 -4.21574 2.66149
H 2.18127 -2.20881 3.84643
H 2.05111 -0.62831 2.85113

Atomic partial charges in e from the Mulliken method, atoms 1 to 8: -2.62, -0.64, -0.99, -0.37, 0.60, -0.08, -0.84, 1.56

***

# 4
The following is a DFT calculation (the ωB97M-V functional and the def2-TZVPD basis) of a cluster of 2 separate species, C4H5FO2 in total.

Summary:
spin multiplicity	3
frontier orbital gap (spin up / spin down)	0.252 / 0.281	hartree
<S²>	2.012
relative energy (zero: lowest compared OMol25 entry of this formula, charge and spin)	49.8	kcal/mol
total charge	0
LUMO (spin up / spin down)	0.70 / -1.61	eV

CARTESIAN COORDINATES (ANGSTROEM)
C 1.86771 0.76358 -0.02342
C 0.98023 -0.19799 -0.07766
C -1.25368 0.35975 0.11291
C -2.20977 -0.79144 -0.13992
O -1.46689 1.49129 0.16513
O 3.21763 0.46715 0.04466
F 1.04359 -1.55425 0.17442
H 1.42044 1.68494 -0.21261
H -1.94468 -1.79793 0.41477
H -2.00559 -1.08840 -1.13515
H -3.17770 -0.55297 0.14947
H 3.52870 1.21627 0.52740

Atomic partial charges in e from the Mulliken method, atoms 1 to 8: 0.00, 0.01, 0.43, -1.01, -0.35, -0.45, -0.22, 0.34

***

# 5
The following is a DFT calculation (the ωB97M-V functional and the def2-TZVPD basis) of a cluster of 5 separate species, C24H24ClO8 in total.

Summary:
frontier orbital gap	0.296	hartree
relative energy (zero: lowest compared OMol25 entry of this formula, charge and spin)	22.6	kcal/mol
total charge	-1
LUMO	2.42	eV

CARTESIAN COORDINATES (ANGSTROEM)
Cl -0.90376 -0.49628 0.21700
C -3.07193 2.65492 1.82262
C -2.98234 4.15099 2.24601
C -3.43501 4.59883 3.50882
C -3.86044 3.59439 4.37123
C -4.07941 2.29236 4.03144
C -3.70525 1.73365 2.72577
O -3.77795 0.43339 2.42978
O -3.22471 5.92283 3.82162
H -2.64059 2.50958 0.87316
H -2.52656 4.84487 1.46243
H -4.16610 3.77079 5.32094
H -4.66270 1.75249 4.64360
H -2.95813 0.22638 1.93074
H -2.49596 6.23629 4.51051
C 1.64902 2.20769 -0.35118
C 2.70221 2.72744 -1.35540
C 3.99508 2.79377 -0.82319
C 4.25018 2.42846 0.56015
C 3.27616 1.94962 1.40917
C 1.94500 1.96537 0.92649
O 0.94649 1.65912 1.85531
O 5.04367 3.41898 -1.51070
H 0.72763 2.18479 -0.95297
H 2.44209 2.81167 -2.45027
H 5.20435 2.63639 1.15365
H 3.49524 1.52995 2.51424
H 0.24313 1.51868 1.49760
H 5.84459 3.82867 -0.88492
C 0.69953 -0.74485 -3.70675
C 1.86941 -0.74567 -4.71079
C 1.75021 -0.15999 -5.92953
C 0.54118 0.48108 -6.17116
C -0.67668 0.38369 -5.33664
C -0.55253 -0.22804 -4.14195
O -1.56691 -0.13828 -3.26726
O 2.81709 0.22980 -6.56385
H 0.69576 -1.30118 -2.80760
H 2.73068 -1.29962 -4.30510
H 0.13268 1.22311 -6.99362
H -1.52072 0.89933 -5.68718
H -1.60483 -0.52422 -2.32397
H 3.63604 -0.20468 -6.32494
C -0.00085 -6.41220 2.64364
C -0.83975 -5.11504 2.86013
C -0.83943 -4.11226 1.86085
C -0.21831 -4.43803 0.63111
C 0.27864 -5.70183 0.39292
C 0.39347 -6.73226 1.35305
O 0.99644 -7.92270 1.13247
O -1.26120 -2.85147 2.16188
H -0.12205 -7.18449 3.49765
H -1.18014 -4.73645 3.76291
H -0.26108 -3.85801 -0.16887
H 0.65571 -5.97770 -0.64507
H 1.34777 -8.36832 1.87525
H -1.17418 -2.34579 1.40876

Atomic partial charges in e from the Mulliken method, atoms 1 to 8: -0.84, -0.43, -0.20, 0.22, -0.43, -0.69, 0.29, -0.54

***

# 6
The following is a DFT calculation (the ωB97M-V functional and the def2-TZVPD basis) of a structure of composition C12H37AsF6O6.

Summary:
spin multiplicity	2
frontier orbital gap (spin up / spin down)	0.382 / 0.146	hartree
<S²>	0.754
total charge	+1
LUMO (spin up / spin down)	-2.89 / -9.23	eV

CARTESIAN COORDINATES (ANGSTROEM)
O -0.21622 0.85078 -1.35177
H -0.32170 0.30531 -2.13468
H -0.96354 0.92452 -0.75371
H 0.47064 0.40640 -0.84942
As -3.84464 -1.34342 0.33766
F -3.71778 -0.16927 1.63634
F -5.53888 -1.66894 0.86388
F -4.11517 -2.42575 -1.07783
F -2.21265 -0.93397 -0.24716
F -3.02735 -2.61138 1.32112
F -4.45810 0.08093 -0.63284
C -0.68760 -0.82564 -5.58968
C -0.58502 0.18030 -4.47545
O -0.02045 -0.62415 -3.43556
H -1.41224 -0.35977 -6.25748
H -1.06950 -1.82065 -5.36113
H 0.24658 -0.90080 -6.14626
H -1.59243 0.50215 -4.21155
H 0.05012 1.05688 -4.60312
H 0.65963 -1.19546 -3.79982
C 5.18443 -0.01969 -0.00971
C 3.88627 -0.35365 0.75452
O 3.62504 0.67321 1.58091
H 6.00461 0.24149 0.65900
H 5.18856 0.86786 -0.64243
H 5.50628 -0.89689 -0.57100
H 4.00664 -1.32284 1.23856
H 3.09724 -0.34106 0.00261
H 4.13258 0.44226 2.36236
C 0.99326 -4.40526 0.35034
C 1.72217 -3.24701 -0.38537
O 0.75815 -2.36979 -0.93803
H 0.70954 -4.16034 1.37386
H 1.68086 -5.25035 0.38408
H 0.11699 -4.65649 -0.24729
H 2.33597 -3.74007 -1.13920
H 2.33308 -2.71078 0.34081
H 0.42672 -2.73832 -1.76019
C 0.09574 -1.18393 2.75412
C 0.05711 0.36682 2.51143
C 0.69420 1.04091 3.73674
O 0.81422 0.65044 1.36602
H -0.14871 -1.51442 1.74461
H -0.74055 -1.38032 3.42504
H 1.11495 -1.46413 3.02021
H -1.00129 0.55720 2.33351
H 0.20126 0.72926 4.65761
H 0.59425 2.12084 3.62787
H 1.76823 0.95122 3.89956
H 1.73987 0.47002 1.54549
C -0.77820 4.10273 0.14920
C -1.85797 3.28221 0.90005
C -3.22989 3.97490 1.15453
O -2.05222 1.94310 0.38976
H -0.05150 3.43279 -0.31036
H -0.24228 4.81238 0.77952
H -1.33711 4.62784 -0.62538
H -1.44914 3.13259 1.89934
H -3.10067 4.87041 1.76236
H -3.99801 3.34834 1.60785
H -3.73199 4.26530 0.23167
H -2.71240 1.42316 0.85390

Atomic partial charges in e from the Mulliken method, atoms 1 to 8: -0.19, 0.71, 0.44, 0.30, 1.94, -0.48, -0.48, -0.49

***

# 7
The following is a DFT calculation (the ωB97M-V functional and the def2-TZVPD basis) of a structure of composition C9H10N4O6Pt.

Summary:
spin multiplicity	5
frontier orbital gap (spin up / spin down)	0.281 / 0.243	hartree
<S²>	6.039
total charge	+2
LUMO (spin up / spin down)	-7.85 / -10.69	eV

CARTESIAN COORDINATES (ANGSTROEM)
Pt -0.01624 -0.16878 0.11416
C -3.18360 2.74144 -0.17551
C -2.42365 1.46870 -0.02205
N -1.05985 1.47419 -0.16313
O -0.53324 2.67313 -0.40827
C -2.95075 0.24835 0.25863
C -4.33726 -0.19717 0.50918
N -1.91014 -0.81325 0.37827
O -2.11932 -1.93921 -0.08824
H -2.83598 3.47402 0.55339
H -4.24668 2.57956 -0.03354
H -3.01820 3.15649 -1.16995
H 0.43139 2.56857 -0.49791
H -5.02555 0.63871 0.42757
H -4.42534 -0.62661 1.51014
H -4.63191 -0.96326 -0.21242
O 5.47411 -1.55087 0.27393
C 4.82346 -2.56132 0.45614
O 5.37801 -3.72251 0.65096
C 3.34145 -2.57595 0.47608
C 2.43545 -3.60608 0.66337
N 1.21038 -3.06795 0.58848
N 1.26318 -1.75511 0.36399
C 2.55053 -1.43448 0.28753
C 2.81104 0.00214 0.03143
O 3.97625 0.47519 -0.07110
O 1.79778 0.74127 -0.07833
H 4.69735 -0.24705 0.04659
H 2.58096 -4.66044 0.84221
H 0.32167 -3.54243 0.68363

Atomic partial charges in e from the Mulliken method, atoms 1 to 8: 0.77, -1.38, 0.73, 0.18, -0.35, 0.29, -1.32, 0.15

***

# 8
The following is a DFT calculation (the ωB97M-V functional and the def2-TZVPD basis) of an isolated molecule of C14H20Cl2F5NO2.

Summary:
frontier orbital gap	0.366	hartree
SMILES	C#CCCO[C@@H](CCN)[C@@H](OC[C@@H](Cl)[C@H](C)Cl)C(F)(F)C(F)(F)F
total charge	0
LUMO	0.47	eV

CARTESIAN COORDINATES (ANGSTROEM)
C -2.33200 0.59453 2.97604
C -1.74409 -0.44891 2.99953
C -1.01507 -1.71064 3.03852
C -1.45778 -2.66022 1.90801
O -1.62051 -2.02495 0.66420
C -0.47599 -1.37219 0.14712
C 0.64900 -2.29407 -0.32730
C 2.04517 -1.65631 -0.23817
N 2.82116 -2.23308 0.88780
C -1.01821 -0.40522 -0.91075
O -0.01406 0.53307 -1.24713
C -0.28422 1.85702 -0.82525
C 0.92795 2.69848 -1.22346
Cl 0.38610 4.26905 -1.86912
C 1.96048 2.82538 -0.07467
C 2.25659 4.21363 0.44714
Cl 3.50958 2.07071 -0.60426
C -1.51052 -1.06572 -2.22127
F -1.90888 -2.34343 -2.01956
F -0.51404 -1.10311 -3.14193
C -2.70261 -0.30930 -2.87572
F -3.59633 0.07323 -1.95097
F -2.27256 0.79601 -3.49334
F -3.32471 -1.07749 -3.76478
H -2.89123 1.49980 2.92856
H 0.05892 -1.52169 3.01090
H -1.24042 -2.20870 3.98440
H -0.74663 -3.49060 1.84932
H -2.43164 -3.07860 2.15750
H -0.05487 -0.70603 0.91422
H 0.47224 -2.63165 -1.34528
H 0.66427 -3.19581 0.28652
H 2.58980 -1.86140 -1.15830
H 1.96374 -0.57398 -0.13768
H 3.46015 -1.53455 1.25519
H 2.18895 -2.43954 1.65660
H -1.85938 0.10584 -0.44299
H -1.19854 2.24620 -1.27948
H -0.41881 1.88179 0.26419
H 1.40734 2.18498 -2.05103
H 1.61860 2.20531 0.75139
H 2.68557 4.84133 -0.32935
H 1.34898 4.67726 0.83370
H 2.97184 4.13747 1.26563

Atomic partial charges in e from the Mulliken method, atoms 1 to 8: -0.13, -0.17, -0.70, -0.38, -0.44, 0.53, -1.28, 0.08